Entry from the OMol25 dataset: 4 unconnected molecules or ions with the total composition C45H77BN2O19 in a non-equilibrium geometry (wB97M-V/def2-TZVPD).

```
! RIJCOSX wB97M-V def2-TZVPD def2/J DEFGRID3
* xyz 0 1
C 1.461 -6.140 -0.341
C 1.741 -4.657 0.098
N 0.729 -3.668 -0.437
C 1.406 -2.352 -0.324
C 0.436 -1.095 -0.259
C -1.046 -1.420 0.076
C -2.127 -1.618 -0.915
B -1.694 -1.462 -2.466
O -1.041 -0.300 -2.968
O -1.976 -2.443 -3.431
C -3.522 -1.934 -0.530
C -4.646 -2.185 -1.588
C -5.265 -3.638 -1.491
O -6.454 -3.724 -1.270
O -4.508 -4.782 -1.692
C -5.407 -5.872 -1.970
C -5.525 -6.956 -0.835
O -5.990 -5.958 -3.003
C -3.891 -2.020 0.913
C -5.368 -2.301 1.383
C -6.379 -1.128 0.946
C -5.648 0.260 0.867
N -4.988 0.630 2.172
C -2.815 -1.825 1.897
C -1.414 -1.512 1.509
C -0.369 -1.273 2.661
O 0.783 -1.633 2.619
C -0.978 -0.557 3.919
C -2.260 -0.851 4.275
C -3.005 -0.170 5.483
C -2.584 1.336 5.712
C -2.578 2.220 4.398
C -1.249 3.069 4.423
O -0.287 2.854 3.727
O -1.257 4.091 5.362
C -3.052 -1.925 3.444
O -3.732 -2.763 3.983
C 0.486 -4.067 -1.820
C 1.500 -3.919 -3.000
O -0.577 -4.598 -2.062
H 1.869 -6.358 -1.372
H 0.361 -6.386 -0.412
H 1.925 -6.911 0.332
H 2.724 -4.362 -0.391
H 1.879 -4.572 1.203
H 2.166 -2.142 -1.129
H 1.993 -2.385 0.638
H 0.841 -0.432 0.559
H 0.584 -0.514 -1.207
H -1.359 0.489 -2.491
H -1.695 -2.106 -4.302
H -5.509 -1.472 -1.474
H -4.301 -2.083 -2.648
H -4.487 -7.378 -0.716
H -5.749 -6.403 0.114
H -6.285 -7.722 -1.111
H -5.730 -3.309 1.037
H -5.444 -2.333 2.503
H -6.912 -1.430 0.009
H -7.156 -1.078 1.761
H -6.447 1.047 0.719
H -4.942 0.308 -0.002
H -5.211 1.619 2.311
H -3.977 0.630 1.971
H -0.378 0.196 4.492
H -4.093 -0.144 5.175
H -2.906 -0.774 6.424
H -1.612 1.433 6.259
H -3.372 1.775 6.391
H -3.402 2.994 4.397
H -2.685 1.652 3.445
H -0.375 4.508 5.398
H 1.708 -2.817 -3.161
H 2.501 -4.376 -2.748
H 1.131 -4.315 -3.974
C 3.410 5.379 -1.038
O 4.210 4.229 -0.866
C 3.854 3.496 0.298
C 4.346 2.062 0.197
O 3.502 1.235 -0.601
C 3.573 1.444 -2.010
C 4.853 0.909 -2.631
O 5.917 1.831 -2.443
C 7.182 1.224 -2.605
H 3.519 6.056 -0.183
H 3.740 5.892 -1.941
H 2.358 5.100 -1.163
H 2.767 3.501 0.437
H 4.330 3.985 1.158
H 4.314 1.624 1.198
H 5.382 2.010 -0.142
H 3.406 2.492 -2.262
H 2.735 0.877 -2.427
H 4.710 0.779 -3.711
H 5.103 -0.058 -2.177
H 7.326 0.439 -1.853
H 7.948 1.986 -2.458
H 7.285 0.805 -3.612
C -6.948 2.191 -4.410
O -7.865 2.910 -3.613
C -8.304 2.157 -2.490
C -8.856 3.079 -1.415
O -7.836 3.695 -0.628
C -7.105 4.738 -1.270
C -7.903 6.022 -1.426
O -8.763 5.936 -2.554
C -9.807 6.886 -2.501
H -7.407 1.274 -4.795
H -6.660 2.823 -5.251
H -6.047 1.948 -3.835
H -7.477 1.567 -2.077
H -9.095 1.478 -2.834
H -9.434 2.472 -0.713
H -9.537 3.825 -1.829
H -6.688 4.400 -2.220
H -6.261 4.946 -0.607
H -7.217 6.862 -1.592
H -8.487 6.202 -0.516
H -10.441 6.709 -1.625
H -10.418 6.770 -3.396
H -9.404 7.904 -2.474
C 10.849 2.557 0.740
O 10.666 1.281 1.318
C 9.322 0.832 1.213
C 9.251 -0.678 1.362
O 9.594 -1.376 0.166
C 10.979 -1.394 -0.172
C 11.800 -2.315 0.716
O 12.112 -1.669 1.944
C 12.484 -2.589 2.949
H 10.219 3.300 1.241
H 11.894 2.839 0.861
H 10.618 2.530 -0.331
H 8.894 1.125 0.248
H 8.750 1.308 2.020
H 8.211 -0.948 1.564
H 9.843 -1.032 2.208
H 11.392 -0.385 -0.203
H 11.020 -1.788 -1.191
H 12.746 -2.558 0.217
H 11.239 -3.238 0.904
H 11.655 -3.270 3.170
H 12.718 -2.028 3.853
H 13.369 -3.159 2.645
*
```

Summary:
Gap between HOMO and LUMO in eV: 8.28
E_LUMO in eV: -0.556
HOMO level in eV: -8.840
E_tot in eV: -90467.6678